[1]
Molecular formula: C4H9NO
Method: DFT, the ωB97M-V functional and the def2-TZVPD basis

Values from the calculation:
ΔE to the lowest compared entry with this formula, charge and spin, kJ/mol: 972.3
LUMO level, Eh: -0.055
DFT total energy, eV: -7822.2425
Gap between HOMO and LUMO, hartree: 0.2556
Multiplicity: 1

Atoms and positions in Å:
C1 1.222 -0.811 1.201
N1 1.780 -0.215 -0.009
C2 0.800 0.265 -0.871
C3 -0.384 1.084 -0.370
C4 -1.726 0.394 -0.450
O1 -2.937 0.889 -0.133
H1 1.133 -0.003 2.042
H2 1.937 -1.512 1.444
H3 -0.642 -1.522 0.938
H4 0.182 -1.125 0.797
H5 0.316 -0.679 -1.221
H6 1.328 0.730 -1.640
H7 -0.123 1.822 0.552
H8 -1.095 1.237 -1.302
H9 -1.791 -0.554 -0.981



[2]
Molecular formula: C6H18O3
Method: DFT, the ωB97M-V functional and the def2-TZVPD basis

Values from the calculation:
ΔE to the lowest compared entry with this formula, charge and spin, kJ/mol: 320.9
LUMO level, Eh: 0.030
DFT total energy, eV: -12652.9588
Gap between HOMO and LUMO, hartree: 0.3964
Multiplicity: 1

Atoms and positions in Å:
C1 -1.012 -1.102 3.166
C2 0.058 -1.795 4.090
O1 -0.144 -1.310 5.416
H1 -1.028 -0.018 3.055
H2 -2.049 -1.346 3.395
H3 -0.978 -1.467 2.140
H4 1.070 -1.528 3.787
H5 -0.112 -2.872 4.117
H6 0.723 -1.262 5.826
C3 1.169 1.166 -3.112
C4 0.739 0.413 -4.388
O2 -0.652 0.350 -4.392
H7 1.043 2.246 -3.197
H8 2.226 0.990 -2.914
H9 0.679 0.741 -2.236
H10 1.162 -0.578 -4.550
H11 1.028 0.899 -5.320
H12 -1.003 -0.047 -5.192
C5 0.522 0.459 -0.426
C6 -0.834 0.901 -0.023
O3 -0.925 1.210 1.319
H13 1.167 -0.075 0.272
H14 0.941 1.455 -0.569
H15 0.547 0.003 -1.415
H16 -1.549 0.078 -0.042
H17 -1.190 1.710 -0.661
H18 -1.597 0.780 1.853